[1]
9
Properties=species:S:1:pos:R:3:forces:R:3 method="wB97M-V/def2-TZVPD" multiplicity=1 e_homo_ev="-8.172 / -8.780" e_lumo_ev="-0.7 / -0.7" orbital_gap_ev="7.4867 / 8.1145" de_lowest_kcal_mol=95.3 molar_mass_g_mol=184.96 fmax_ha_per_bohr=0.067
C 0.375 -0.286 -0.021 1.984 0.520 -0.380
C -0.346 0.926 -0.211 0.069 -3.173 1.400
N -0.039 -1.436 -0.302 -0.381 -1.333 -0.506
O -1.588 0.846 -0.487 -2.298 2.174 -0.750
I 2.510 0.089 0.207 0.236 0.061 -0.113
H -0.040 1.889 -0.071 1.352 2.184 0.377
H 0.468 0.137 1.829 -0.467 0.519 -0.320
H 0.678 -2.175 -0.401 -0.701 0.749 0.334
H -2.018 0.009 -0.543 0.206 -1.701 -0.042



[2]
7
Properties=species:S:1:pos:R:3:forces:R:3 method="wB97M-V/def2-TZVPD" multiplicity=1 e_homo_ev=-10.477 e_lumo_ev=-0.5 orbital_gap_ev=9.9817 de_lowest_kcal_mol=20.8 molar_mass_g_mol=106.04 fmax_ha_per_bohr=0.109
C -2.081 0.485 0.154 -0.157 1.570 -1.362
N -2.199 -0.504 0.709 0.098 -0.801 0.640
N 0.902 -1.787 -0.644 -0.060 0.069 -0.252
N 1.266 -0.795 -0.244 0.952 -3.597 -1.944
N 1.468 0.223 0.318 -2.184 4.153 3.086
F -2.038 1.551 -0.561 0.113 -0.757 0.719
F 2.681 0.827 0.269 1.238 -0.638 -0.888



[3]
24
Properties=species:S:1:pos:R:3:forces:R:3 method="wB97M-V/def2-TZVPD" multiplicity=1 e_homo_ev=-9.420 e_lumo_ev=0.6 orbital_gap_ev=10.0692 de_lowest_kcal_mol=71.7 molar_mass_g_mol=146.19 fmax_ha_per_bohr=0.132
C -1.432 -1.834 1.789 -1.551 -0.473 -0.414
N -0.056 -1.755 1.240 2.334 1.422 1.044
C 0.869 -0.773 1.887 -2.332 1.239 -0.229
C 2.384 -0.723 1.667 -0.485 -2.219 -4.114
O 0.404 0.146 2.559 0.140 -1.400 -0.781
H -1.859 -0.886 2.258 1.475 -1.275 -0.248
H -2.292 -2.090 1.064 1.879 0.397 0.175
H -1.429 -2.722 2.436 -0.348 0.654 0.548
H 0.411 -2.670 1.049 -0.812 1.210 0.193
H 2.792 0.190 1.089 -1.208 -1.465 0.760
H 2.822 -0.699 2.603 0.934 -0.128 1.899
H 2.667 -1.719 1.093 -0.022 2.081 1.110
C -2.130 1.934 -1.101 2.270 2.412 -0.337
N -0.707 1.925 -1.615 -4.262 -4.292 -3.106
C -0.265 0.775 -2.311 -0.207 4.036 1.811
C 1.256 0.754 -2.200 -1.203 -4.504 -2.687
O -1.082 0.145 -2.923 0.728 -1.452 -0.496
H -2.171 1.501 -0.152 0.158 -0.762 1.758
H -2.200 3.016 -0.983 -1.192 -0.066 0.188
H -2.950 1.500 -1.626 0.172 -0.117 -1.347
H -0.083 2.335 -1.057 2.732 1.902 2.760
H 1.525 -0.294 -2.436 -0.334 -0.170 0.019
H 1.757 0.801 -1.310 0.599 1.289 2.581
H 1.769 1.144 -3.022 0.534 1.680 -1.088